No. 1
Computed, not measured: 2 unconnected molecules or ions with the total composition C6H14F2, with wB97M-V/def2-TZVPD.

Positions of all 22 atoms, in Å:
C -3.89 2.65 2.44
C -4.39 1.42 1.68
C -3.33 0.83 0.78
F -2.97 1.76 -0.21
H -3.02 2.39 3.06
H -4.69 3.05 3.09
H -3.59 3.44 1.73
H -4.69 0.63 2.39
H -5.27 1.67 1.07
H -2.41 0.58 1.33
H -3.68 -0.08 0.26
C 1.21 2.69 -0.78
C 1.00 1.74 0.39
C 0.46 2.47 1.60
F 0.28 1.60 2.67
H 1.92 3.49 -0.51
H 0.25 3.16 -1.07
H 1.60 2.14 -1.65
H 0.29 0.93 0.12
H 1.96 1.26 0.67
H 1.16 3.27 1.93
H -0.51 2.95 1.38

Values from the calculation:
Molecular weight ... 124.174 g/mol
HOMO level ... -11.572 eV
Total energy ... -436.72765 Ha
Structure (SMILES) ... CCCF.CCCF
Maximum force ... 0.672 eV Å⁻¹
HOMO-LUMO gap ... 12.711 eV
LUMO ... 0.04186 Eh
ΔE to the lowest compared entry with this formula, charge and spin ... 0.4281 eV

No. 2
Computed, not measured: a molecular structure, C28H37BrIrNOS, with wB97M-V/def2-TZVPD.

Positions of all 70 atoms, in Å:
Ir -0.41 -0.29 -0.41
C -1.39 -0.27 1.62
C -0.54 0.88 1.55
C 0.83 0.40 1.40
C 0.74 -1.03 1.35
C -0.62 -1.46 1.46
C -1.05 -2.90 1.69
C -2.57 -2.97 1.88
C -0.38 -3.38 2.98
C -0.64 -3.81 0.53
C 2.19 1.10 1.43
C 2.36 1.84 2.77
C 3.31 0.05 1.37
C 2.44 2.03 0.24
C -1.17 2.26 1.79
C -0.43 3.44 1.16
C -2.59 2.30 1.19
C -1.29 2.47 3.31
H -2.46 -0.24 1.77
H 1.58 -1.69 1.23
H -2.88 -2.42 2.77
H -2.88 -4.01 2.00
H -3.09 -2.56 1.02
H -0.61 -2.72 3.82
H 0.71 -3.41 2.87
H -0.72 -4.39 3.24
H -1.20 -3.55 -0.37
H -0.85 -4.85 0.79
H 0.42 -3.71 0.31
H 2.20 1.16 3.60
H 1.67 2.67 2.88
H 3.38 2.24 2.84
H 3.28 -0.63 2.23
H 4.27 0.57 1.38
H 3.25 -0.52 0.45
H 1.63 2.73 0.05
H 2.56 1.41 -0.65
H 3.37 2.60 0.40
H -0.35 3.31 0.08
H 0.57 3.58 1.57
H -1.00 4.35 1.36
H -2.56 2.05 0.13
H -3.00 3.31 1.31
H -3.27 1.61 1.69
H -0.31 2.47 3.79
H -1.88 1.68 3.76
H -1.77 3.43 3.52
O 2.03 -0.32 -2.20
N 2.03 0.74 -2.94
C 3.13 0.98 -3.71
C 3.24 2.07 -4.53
C 2.18 2.98 -4.58
C 1.08 2.74 -3.80
C 0.98 1.62 -2.95
S -0.47 1.42 -2.03
H 3.88 0.22 -3.59
H 4.14 2.19 -5.12
H 2.23 3.85 -5.21
H 0.24 3.42 -3.80
Br -3.48 -4.24 -4.97
C -2.63 -3.10 -3.70
C -1.27 -2.85 -3.80
C -0.66 -2.03 -2.87
C -1.36 -1.44 -1.81
C -2.74 -1.72 -1.76
C -3.38 -2.54 -2.68
H -0.70 -3.30 -4.61
H 0.41 -1.82 -2.96
H -3.33 -1.29 -0.96
H -4.44 -2.74 -2.61

Values from the calculation:
Charge ... -1
Molecular weight ... 707.798 g/mol
HOMO level (alpha / beta) ... -3.132 / -3.841 eV
Total energy ... -4295.68575 Ha
Maximum force ... 0.250 eV Å⁻¹
HOMO-LUMO gap (alpha / beta) ... 5.874 / 6.575 eV
Spin multiplicity ... 2
LUMO (alpha / beta) ... 0.10080 / 0.10050 Eh
ΔE to the lowest compared entry with this formula, charge and spin ... 0.0000 eV
⟨S²⟩ ... 0.7540

No. 3
Computed, not measured: a molecular structure, C13H27I2OP2Pm, with wB97M-V/def2-TZVPD.

Positions of all 46 atoms, in Å:
I -0.01 0.81 -4.84
I 0.00 4.85 -1.42
Pm 0.01 1.93 -2.07
P -1.85 -0.32 -1.58
C -2.77 -0.71 -3.07
C -2.53 -1.38 -0.32
H -3.59 -1.12 -0.18
H -3.41 1.23 -0.77
H -1.99 -1.23 0.62
H -1.82 1.83 -0.32
H -2.38 -1.64 -3.48
H -2.43 -2.42 -0.66
C -2.39 1.38 -1.15
H -3.83 -0.85 -2.79
H -2.48 2.10 -2.00
H -2.68 0.08 -3.83
P 1.84 -0.29 -1.56
C 2.77 -0.71 -3.05
C 2.43 1.39 -1.13
H 1.94 -1.24 0.62
H 3.55 -1.15 -0.16
H 2.38 -2.42 -0.67
C 2.50 -1.38 -0.31
H 1.88 1.85 -0.29
H 3.45 1.19 -0.77
H 3.81 -0.85 -2.75
H 2.69 0.08 -3.81
H 2.53 2.11 -1.97
H 2.37 -1.63 -3.46
C -0.03 -1.03 -1.69
O 0.00 -2.24 -1.88
C -1.24 0.74 3.84
C 0.00 0.19 3.13
C 1.24 0.74 3.85
C 0.00 -1.32 3.35
C 0.01 0.56 1.68
C 0.02 0.77 0.46
H -1.21 0.45 4.90
H -2.14 0.31 3.39
H -1.26 1.83 3.76
H 1.20 0.45 4.91
H 2.15 0.31 3.41
H 1.26 1.83 3.77
H -0.91 -1.77 2.92
H 0.91 -1.78 2.92
H 0.00 -1.52 4.43

Values from the calculation:
Charge ... +2
Molecular weight ... 660.114 g/mol
HOMO level (alpha / beta) ... -14.989 / -15.018 eV
Total energy ... -2472.59890 Ha
Maximum force ... 3.847 eV Å⁻¹
HOMO-LUMO gap (alpha / beta) ... 6.649 / 6.706 eV
Spin multiplicity ... 5
LUMO (alpha / beta) ... -0.30650 / -0.30548 Eh
ΔE to the lowest compared entry with this formula, charge and spin ... 0.4994 eV
⟨S²⟩ ... 6.0085

No. 4
Computed, not measured: 4 unconnected molecules or ions with the total composition C45H57IN3O6P, with wB97M-V/def2-TZVPD.

Positions of all 113 atoms, in Å:
C -2.97 -2.68 -2.18
C -2.35 -1.41 -1.62
O -1.63 -1.68 -0.39
P -1.90 -0.67 0.83
O -1.09 -1.08 1.98
C -1.44 0.96 0.25
C -2.01 2.12 1.10
C -2.75 3.17 0.32
C -3.99 3.67 0.74
C -4.71 3.22 2.00
C -4.77 4.45 2.95
C -3.70 4.48 4.02
O -3.78 5.37 2.77
C -4.65 4.64 -0.02
C -4.12 5.18 -1.18
C -2.88 4.71 -1.59
C -2.21 3.73 -0.85
C -0.86 3.35 -1.41
O 0.11 3.23 -0.72
C -0.85 3.20 -2.90
C -0.18 2.16 -3.55
C 0.57 1.04 -2.85
C 2.00 1.42 -2.38
C 2.38 0.73 -1.05
C 2.68 1.75 0.08
C 3.60 -0.18 -1.22
C 4.92 0.55 -1.49
C 6.10 -0.41 -1.49
C 7.13 -0.24 -2.36
C 8.54 -0.21 -1.82
C 6.86 -0.08 -3.84
C -0.24 2.12 -4.95
C -0.92 3.10 -5.65
I -0.97 3.02 -7.75
C -1.58 4.14 -5.01
C -1.54 4.17 -3.63
C -2.25 5.22 -2.83
O -2.29 6.38 -3.15
O -3.46 -0.63 1.21
C -4.12 -1.91 1.21
C -5.31 -1.86 0.24
H -2.27 -3.20 -2.81
H -3.33 -3.30 -1.36
H -3.81 -2.39 -2.81
H -1.64 -1.01 -2.35
H -3.11 -0.64 -1.45
H -0.36 0.99 0.30
H -1.68 1.09 -0.80
H -1.24 2.55 1.73
H -2.71 1.67 1.80
H -4.15 2.51 2.59
H -5.74 2.93 1.81
H -5.75 4.81 3.24
H -3.77 5.30 4.72
H -2.75 4.03 3.77
H -5.63 4.99 0.30
H -4.65 5.92 -1.75
H 0.00 0.65 -2.02
H 0.66 0.24 -3.58
H 2.06 2.50 -2.31
H 2.69 1.04 -3.13
H 1.54 0.12 -0.71
H 2.94 2.70 -0.39
H 1.81 1.95 0.70
H 3.54 1.45 0.68
H 3.42 -0.81 -2.09
H 3.74 -0.81 -0.34
H 4.91 1.07 -2.45
H 5.17 1.26 -0.71
H 6.11 -1.22 -0.76
H 8.68 -1.04 -1.13
H 9.27 -0.23 -2.63
H 8.65 0.70 -1.23
H 5.80 0.10 -3.97
H 7.40 0.77 -4.27
H 7.12 -1.01 -4.33
H 0.24 1.30 -5.46
H -2.12 4.90 -5.57
H -3.44 -2.72 0.97
H -4.53 -2.12 2.19
H -5.02 -1.25 -0.61
H -5.61 -2.85 -0.08
H -6.11 -1.32 0.74
C 3.01 1.37 4.10
C 3.54 2.07 5.21
C 4.87 1.74 5.31
N 5.16 0.86 4.30
C 4.03 0.64 3.55
H 2.00 1.40 3.74
H 3.02 2.74 5.87
H 5.63 2.04 6.01
H 6.05 0.45 4.13
H 4.05 -0.02 2.70
C -3.91 -6.20 4.18
C -3.02 -6.63 3.15
C -2.20 -5.58 2.85
N -2.55 -4.53 3.66
C -3.58 -4.90 4.47
H -4.69 -6.77 4.65
H -3.00 -7.61 2.69
H -1.39 -5.49 2.15
H -2.10 -3.63 3.65
H -4.00 -4.21 5.18
C 1.25 -7.94 0.20
C 2.40 -7.17 -0.12
C 2.06 -5.85 0.04
N 0.75 -5.80 0.43
C 0.25 -7.07 0.54
H 1.17 -9.02 0.18
H 3.37 -7.54 -0.42
H 2.63 -4.95 -0.10
H 0.24 -4.96 0.61
H -0.77 -7.25 0.84

Values from the calculation:
Molecular weight ... 893.844 g/mol
HOMO level ... -7.739 eV
Total energy ... -3003.60925 Ha
Structure (SMILES) ... CCOP(=O)(CCc1c(C[C@H]2CO2)ccc2c1C(=O)c1c(CC[C@H](C)CCC=C(C)C)cc(I)cc1C2=O)OCC.c1cc[nH]c1.c1cc[nH]c1.c1cc[nH]c1
Maximum force ... 3.678 eV Å⁻¹
HOMO-LUMO gap ... 6.986 eV
LUMO ... -0.02770 Eh

No. 5
Computed, not measured: a molecular structure, C16H46N4O6Sr2, with wB97M-V/def2-TZVPD.

Positions of all 74 atoms, in Å:
Sr -3.92 0.88 -1.01
Sr -1.64 3.31 -0.35
O -1.41 1.00 -1.03
H -0.51 0.63 -1.14
O -3.16 1.93 1.09
H -2.77 2.40 1.85
C -0.98 -0.75 -4.31
C -2.47 -0.91 -4.03
C -2.88 -2.30 -4.66
O -4.15 -2.61 -4.07
C -4.95 -3.37 -4.94
N -2.53 -0.92 -2.58
H -0.47 -1.57 -3.82
H -0.53 0.21 -4.06
H -0.79 -0.94 -5.37
H -2.97 -0.05 -4.47
H -2.31 -3.14 -4.29
H -2.88 -2.30 -5.75
H -5.96 -3.49 -4.54
H -4.62 -4.40 -4.88
H -5.01 -3.08 -5.99
H -1.86 -0.31 -2.12
H -2.24 -1.80 -2.18
C -0.50 -2.77 1.15
C -1.52 -1.63 1.50
C -2.29 -1.85 2.79
O -3.72 -2.21 2.71
C -4.08 -2.96 3.83
N -0.95 -0.33 1.49
H 0.49 -2.58 1.58
H -0.07 -2.69 0.15
H -0.92 -3.76 1.32
H -2.23 -1.69 0.67
H -2.19 -0.93 3.38
H -1.67 -2.52 3.38
H -5.10 -2.65 4.03
H -3.61 -2.53 4.72
H -3.92 -4.04 3.79
H -0.74 -0.06 0.54
H -1.54 0.48 1.61
C 0.48 2.30 3.37
C 0.84 3.43 2.31
C 2.30 3.87 2.45
O 2.58 4.58 3.73
C 3.75 4.21 4.38
N 0.58 3.02 0.96
H 1.07 1.38 3.34
H -0.48 1.84 3.13
H 0.38 2.72 4.37
H 0.18 4.28 2.48
H 2.65 4.48 1.63
H 2.91 2.97 2.33
H 3.90 3.14 4.22
H 3.57 4.49 5.42
H 4.61 4.78 4.04
H 0.96 3.67 0.29
H 1.11 2.19 0.75
C 2.26 -1.15 0.04
C 3.14 0.04 -0.48
C 3.85 -0.27 -1.84
O 4.94 0.65 -1.98
C 6.11 0.35 -1.35
N 2.33 1.19 -0.54
H 1.61 -1.07 0.92
H 2.86 -2.04 0.17
H 1.53 -1.39 -0.74
H 3.85 0.05 0.34
H 3.10 -0.13 -2.61
H 4.11 -1.33 -1.81
H 6.62 -0.55 -1.68
H 5.99 0.34 -0.27
H 6.88 1.09 -1.56
H 1.90 1.32 -1.44
H 3.07 1.87 -0.40

Values from the calculation:
Charge ... +3
Molecular weight ... 565.806 g/mol
HOMO level (alpha / beta) ... -15.709 / -15.685 eV
Total energy ... -1368.00812 Ha
Maximum force ... 4.270 eV Å⁻¹
HOMO-LUMO gap (alpha / beta) ... 6.036 / 2.487 eV
Spin multiplicity ... 2
LUMO (alpha / beta) ... -0.35546 / -0.48499 Eh
⟨S²⟩ ... 0.7551

No. 6
Computed, not measured: 8 unconnected molecules or ions with the total composition C12H28Cl3F3N3O9S2, with wB97M-V/def2-TZVPD.

Positions of all 60 atoms, in Å:
S 1.36 -1.49 0.90
C 1.87 -0.87 -0.52
N 2.40 -0.11 -1.28
C 3.85 -0.44 -1.52
C 3.99 -1.81 -2.31
C 4.92 -2.61 -1.28
N 4.90 -1.94 0.07
C 4.63 -0.49 -0.16
H 4.31 0.40 -2.08
H 3.00 -2.29 -2.54
H 4.47 -1.77 -3.31
H 5.96 -2.38 -1.64
H 4.73 -3.71 -1.21
H 4.18 -2.40 0.64
H 5.84 -2.08 0.49
H 4.15 -0.07 0.75
H 5.59 0.09 -0.22
O 7.52 0.16 0.11
H 7.49 0.95 0.65
N 1.74 -4.76 -0.88
H 0.91 -5.26 -1.20
H 2.35 -4.57 -1.68
H 1.46 -3.88 -0.44
H 2.24 -5.35 -0.20
C -1.46 0.75 0.63
C -2.25 -0.11 -0.34
O -3.42 -0.66 0.29
C -4.49 0.14 0.35
O -4.53 1.26 -0.09
C -5.66 -0.59 1.00
F -5.30 -1.27 2.10
F -6.22 -1.48 0.16
F -6.64 0.25 1.38
H -1.22 0.18 1.53
H -0.54 1.10 0.17
H -2.04 1.61 0.95
H -1.65 -0.95 -0.67
H -2.53 0.46 -1.24
O 8.51 -0.24 -2.47
H 8.25 -0.23 -1.52
H 8.90 -1.11 -2.60
C 3.18 -0.44 4.58
Cl 2.92 -2.03 3.84
Cl 4.87 0.04 4.41
Cl 2.12 0.76 3.85
H 2.95 -0.51 5.63
C -8.01 3.63 1.55
C -9.23 2.96 0.94
O -10.12 4.03 0.64
S -9.27 5.34 0.26
O -9.19 5.43 -1.16
O -9.72 6.42 1.07
O -7.84 4.84 0.82
H -8.19 3.89 2.60
H -7.12 3.01 1.49
H -9.69 2.24 1.61
H -8.97 2.46 0.00
O 3.24 2.18 -4.13
H 3.72 1.91 -4.92
H 2.78 1.38 -3.85

Values from the calculation:
Charge ... +1
Molecular weight ... 585.855 g/mol
HOMO level ... -9.514 eV
Total energy ... -3791.58627 Ha
Maximum force ... 2.596 eV Å⁻¹
HOMO-LUMO gap ... 4.438 eV
LUMO ... -0.18654 Eh